The following is a quantum chemistry calculation of a molecular structure, C33H38BBrGeIrN4O9S at a distorted geometry, from the Open Molecules 2025 dataset.

Each line ends with the Mulliken charge.
Element x y z (Å)
1 Ir 0.337 -0.323 -0.130  4.5263
2 O -3.662 5.459 -0.904  -0.7315
3 C -3.992 4.487 -0.225  0.2974
4 O -5.038 4.232 0.373  -0.7371
5 C -2.877 3.399 -0.079  -0.3594
6 C -1.807 3.395 -0.960  -0.8476
7 C -0.775 2.461 -0.753  0.6148
8 N -0.866 1.563 0.253  -0.1254
9 C -1.950 1.495 1.061  0.1681
10 C -2.967 2.468 0.941  -1.1726
11 C -1.948 0.415 1.982  0.4546
12 C -2.833 0.295 3.073  -0.7265
13 C -2.725 -0.742 3.953  -0.5798
14 C -1.708 -1.710 3.743  -1.3950
15 C -0.893 -1.566 2.650  0.0579
16 N -0.985 -0.569 1.780  0.3678
17 C 0.429 2.376 -1.511  0.3701
18 C 0.700 3.078 -2.699  -0.8174
19 C 1.896 2.923 -3.343  -0.6344
20 C 2.871 2.063 -2.778  -0.7810
21 C 2.536 1.365 -1.645  -0.5255
22 N 1.361 1.469 -1.032  0.1153
23 H -1.777 4.098 -1.773  0.5098
24 H -3.804 2.494 1.618  0.5777
25 H -3.589 1.053 3.208  0.4275
26 H -3.391 -0.832 4.799  0.4050
27 H -1.581 -2.543 4.417  0.4939
28 H -0.111 -2.288 2.455  0.4042
29 H -0.060 3.730 -3.100  0.3653
30 H 2.108 3.439 -4.268  0.3951
31 H 3.844 1.945 -3.234  0.4487
32 H 3.230 0.683 -1.174  0.6815
33 Br -0.461 -5.075 -6.165  -0.2892
34 C -0.971 -4.291 -4.513  -0.2120
35 C -1.447 -5.079 -3.488  -0.5463
36 N -1.807 -4.558 -2.332  -0.2501
37 C -1.673 -3.250 -2.118  -0.1549
38 C -1.255 -2.382 -3.132  1.0877
39 C -0.895 -2.926 -4.353  -0.5173
40 C -1.203 -0.846 -3.053  -0.6324
41 O -1.423 -0.252 -4.107  -0.8378
42 O -0.943 -0.337 -1.943  -0.7269
43 H -1.540 -6.155 -3.595  0.4320
44 H -2.177 -1.764 -0.667  0.1493
45 H -0.576 -2.267 -5.150  0.5947
46 C -5.064 -3.538 -1.512  -1.3636
47 Ge -3.640 -3.797 -0.134  0.7922
48 C -4.237 -3.025 1.612  -1.3129
49 C -3.488 -5.771 0.141  -1.3083
50 C -2.020 -2.837 -0.740  0.2180
51 H -5.964 -4.108 -1.290  0.4029
52 H -4.687 -3.859 -2.479  0.4152
53 H -5.330 -2.488 -1.589  0.3805
54 H -5.253 -3.326 1.861  0.4916
55 H -4.194 -1.940 1.600  0.2942
56 H -3.584 -3.362 2.413  0.3111
57 H -4.370 -6.146 0.660  0.4156
58 H -2.607 -6.031 0.720  0.3878
59 H -3.414 -6.262 -0.823  0.3529
60 H -1.169 -3.089 -0.106  -0.1976
61 C 2.197 -1.610 -3.180  -0.8627
62 S 1.893 -2.901 -1.954  0.9647
63 O 3.217 -3.304 -1.498  -0.8583
64 O 1.198 -3.978 -2.638  -0.5992
65 O 1.066 -2.327 -0.866  -1.1279
66 H 2.590 -2.106 -4.058  0.4792
67 H 2.930 -0.943 -2.753  0.2427
68 H 1.280 -1.086 -3.403  0.1062
69 C 5.333 -1.167 1.552  -2.2173
70 C 3.849 -1.464 1.726  1.6954
71 C 3.585 -2.956 1.520  -1.7583
72 O 3.105 -0.769 0.726  -0.3105
73 B 1.872 -0.453 1.240  -0.2422
74 O 1.884 -0.581 2.612  -0.4339
75 C 3.201 -0.932 3.043  1.7334
76 C 3.867 0.344 3.571  -2.0924
77 C 3.122 -1.958 4.170  -1.9431
78 H 5.658 -1.620 0.619  0.5205
79 H 5.909 -1.593 2.371  0.3337
80 H 5.512 -0.097 1.498  0.3567
81 H 3.754 -3.189 0.470  0.5674
82 H 2.540 -3.177 1.723  0.1706
83 H 4.221 -3.572 2.151  0.3043
84 H 3.903 1.094 2.786  0.3332
85 H 4.870 0.144 3.940  0.3554
86 H 3.258 0.740 4.380  0.5258
87 H 2.497 -2.793 3.878  0.3155
88 H 2.682 -1.499 5.053  0.4848
89 H 4.116 -2.325 4.412  0.3322

Relative energy (zero: lowest compared OMol25 entry of this formula, charge and spin), eV: 1.655
Net charge: -2
Frontier orbital gap (alpha / beta), eV: 5.3 / 6.1
Strongest force on any atom, eV/A: 3.77
Highest occupied orbital energy (alpha / beta), eV: -1.346 / -2.127
Energy, eV: -200140.4668
Multiplicity: 2

The following is a quantum chemistry calculation of C11H18N2O3S in the gas phase at a distorted geometry, from the Open Molecules 2025 dataset.

Each line ends with the Mulliken charge.
Element x y z (Å)
1 O 1.417 0.036 0.647  -0.7247
2 S 0.002 0.034 0.437  0.9946
3 O -0.674 1.279 0.235  -0.6670
4 N -0.778 -0.720 1.727  -0.3173
5 C -1.112 0.188 2.821  -0.9019
6 C 0.102 0.827 3.406  0.4452
7 C 0.647 2.062 3.222  -0.2512
8 C 1.860 2.072 3.953  -0.4425
9 C 1.964 0.842 4.520  -0.5290
10 O 0.906 0.078 4.196  -0.3698
11 N -0.353 -1.060 -0.735  0.2096
12 C 0.715 -1.682 -1.476  -0.9345
13 C 1.195 -0.880 -2.713  -0.5908
14 C 0.513 0.482 -2.820  -0.4685
15 C -0.937 0.400 -3.317  -0.6447
16 C -1.695 -0.830 -2.821  -0.6762
17 C -1.681 -0.983 -1.302  -0.7373
18 H -0.188 -1.476 2.045  0.3406
19 H -1.660 -0.384 3.574  0.3884
20 H -1.754 0.958 2.393  0.3184
21 H 0.237 2.853 2.629  0.5099
22 H 2.554 2.882 4.038  0.4192
23 H 2.709 0.401 5.151  0.4717
24 H 1.535 -1.779 -0.764  0.4266
25 H 0.386 -2.685 -1.763  0.4445
26 H 2.270 -0.723 -2.629  0.3660
27 H 1.014 -1.451 -3.626  0.3753
28 H 0.544 0.966 -1.844  0.1111
29 H 1.081 1.109 -3.511  0.4621
30 H -1.464 1.300 -2.997  0.3079
31 H -0.945 0.379 -4.410  0.3073
32 H -2.737 -0.758 -3.141  0.4107
33 H -1.277 -1.729 -3.276  0.2717
34 H -2.156 -0.122 -0.830  0.4499
35 H -2.239 -1.887 -1.022  0.2248

Relative energy (zero: lowest compared OMol25 entry of this formula, charge and spin), eV: 1.231
Net charge: 0
Frontier orbital gap, eV: 9.3
Strongest force on any atom, eV/A: 1.30
Highest occupied orbital energy, eV: -8.488
Energy, eV: -31655.9385
SMILES: O=S(=O)(NCc1ccco1)N1CCCCCC1

Question: Among the records above, which one has the highest net charge?
Answer: C11H18N2O3S